# 1
11 unconnected molecules or ions with the total composition C44H77N11, computed with wB97M-V/def2-TZVPD.

Structure (XYZ):
```
132
Properties=species:S:1:pos:R:3:forces:R:3
C -4.491 37.459 -5.136 -0.336 0.049 0.418
C -4.870 36.477 -6.209 0.489 -0.876 -1.585
C -4.264 35.032 -6.136 0.709 0.383 0.836
C -2.775 34.967 -6.052 4.060 0.287 -0.451
N -1.585 34.906 -6.027 -4.696 0.225 -0.022
H -4.889 37.055 -4.206 0.251 0.239 0.336
H -4.992 38.412 -5.311 -0.087 0.010 -0.020
H -3.433 37.692 -5.023 0.085 -0.374 -0.113
H -4.638 36.818 -7.218 0.464 0.327 -0.007
H -5.954 36.426 -6.307 -0.141 -0.450 0.503
H -4.552 34.407 -6.981 -0.183 0.177 0.008
H -4.532 34.514 -5.216 -0.576 -0.040 0.046
C -7.533 27.180 -9.637 0.134 -0.868 0.688
C -7.817 28.531 -10.232 0.426 0.224 0.056
C -6.676 29.505 -9.844 -0.964 -0.066 -0.288
C -6.758 30.788 -10.591 0.476 -0.945 0.430
N -6.789 31.754 -11.210 -0.091 0.227 -0.010
H -7.446 27.164 -8.550 -0.007 0.464 0.186
H -6.575 26.785 -9.976 -0.007 -0.097 -0.288
H -8.312 26.440 -9.821 -0.006 0.064 -0.408
H -8.763 28.913 -9.849 -0.095 0.080 -0.320
H -7.836 28.418 -11.316 -0.299 0.236 -0.022
H -5.738 28.981 -10.031 0.205 0.419 -0.097
H -6.781 29.681 -8.774 0.340 0.281 0.018
C 0.582 30.700 -11.577 0.464 0.344 0.044
C -0.442 30.370 -12.646 -0.118 1.311 0.877
C -0.290 29.050 -13.305 0.498 -0.868 -1.027
C 1.014 28.897 -13.998 -2.248 0.064 1.092
N 1.993 28.732 -14.546 1.719 -0.177 -0.916
H 1.593 30.822 -11.966 0.094 -0.473 -0.364
H 0.623 29.969 -10.769 -0.144 0.161 0.124
H 0.404 31.711 -11.211 -0.423 -0.148 0.464
H -0.409 31.203 -13.349 -0.050 -0.218 -0.443
H -1.444 30.412 -12.218 -0.104 -0.093 0.119
H -1.086 28.921 -14.039 0.065 -0.037 -0.212
H -0.406 28.209 -12.622 0.139 0.080 0.268
C -7.360 26.539 -13.895 0.762 0.756 -0.338
C -6.207 26.508 -14.916 -0.949 -0.440 -0.066
C -4.807 26.460 -14.305 -0.248 0.979 0.609
C -4.483 27.598 -13.378 -0.426 -0.408 -0.893
N -4.270 28.466 -12.657 0.032 -0.020 0.063
H -7.179 25.774 -13.140 -0.272 0.046 0.115
H -8.344 26.429 -14.349 0.161 -0.267 -0.078
H -7.349 27.534 -13.451 -0.088 -0.083 0.440
H -6.289 27.309 -15.650 0.039 0.234 0.209
H -6.331 25.599 -15.505 0.273 -0.155 -0.061
H -4.120 26.469 -15.151 0.433 -0.257 0.430
H -4.725 25.589 -13.654 0.271 -0.337 -0.397
C -10.076 34.207 -7.729 0.689 0.728 0.953
C -8.673 33.839 -7.241 0.210 -0.461 0.484
C -7.903 32.997 -8.225 0.079 -0.362 -0.892
C -6.637 32.425 -7.717 2.332 -0.966 1.037
N -5.666 31.929 -7.265 -2.885 1.460 -1.395
H -10.698 33.324 -7.868 -0.025 0.206 -0.238
H -10.061 34.901 -8.570 0.036 -0.480 -0.414
H -10.475 34.829 -6.928 -0.500 -0.222 0.087
H -8.726 33.233 -6.336 -0.333 0.172 0.276
H -8.068 34.706 -6.976 -0.157 0.214 -0.097
H -7.777 33.565 -9.147 0.652 -0.063 0.021
H -8.516 32.157 -8.552 -0.092 -0.269 0.155
C 2.324 33.564 -9.556 -0.497 0.687 0.000
C 1.188 34.113 -8.670 0.457 0.217 -0.166
C 1.546 35.461 -7.971 -0.411 0.236 -0.583
C 1.644 36.593 -8.948 0.861 1.646 -2.336
N 1.707 37.441 -9.770 -0.319 -2.687 2.737
H 3.266 33.461 -9.016 -0.103 -0.203 0.070
H 2.488 34.256 -10.382 0.142 0.011 -0.122
H 2.004 32.613 -9.981 0.268 -0.045 0.146
H 0.951 33.332 -7.947 -0.123 0.329 0.329
H 0.316 34.269 -9.304 -0.149 -0.004 0.089
H 2.443 35.323 -7.368 0.247 0.326 -0.287
H 0.793 35.845 -7.283 -0.354 -0.597 0.198
C -2.829 26.293 -10.366 -0.078 0.285 -0.108
C -2.397 25.207 -11.360 -0.438 0.264 1.007
C -3.275 23.933 -11.255 0.786 -0.447 0.213
C -3.259 23.171 -9.952 -0.706 -0.264 2.207
N -3.360 22.658 -8.895 0.486 1.428 -3.283
H -3.832 26.649 -10.601 -0.147 -0.049 0.105
H -2.183 27.170 -10.419 0.099 -0.010 -0.191
H -2.796 25.994 -9.319 -0.047 -0.355 -0.068
H -1.327 25.063 -11.206 -0.067 -0.564 -0.230
H -2.564 25.583 -12.369 0.236 0.010 -0.111
H -2.987 23.231 -12.038 0.137 -0.116 0.022
H -4.288 24.232 -11.524 -0.242 -0.146 0.487
C -2.436 33.006 -9.035 -0.335 -0.300 0.135
C -2.963 32.215 -10.239 1.045 0.331 0.076
C -3.308 30.771 -9.834 -0.668 0.456 0.097
C -2.240 30.012 -9.155 -0.622 0.798 -0.548
N -1.385 29.429 -8.666 0.226 -0.312 0.070
H -3.193 32.881 -8.260 0.093 -0.012 0.348
H -2.358 34.085 -9.174 0.090 -0.049 -0.381
H -1.482 32.635 -8.658 0.002 -0.038 -0.015
H -2.252 32.186 -11.064 0.128 0.199 -0.032
H -3.841 32.763 -10.582 -0.286 -0.531 -0.163
H -3.674 30.177 -10.671 0.160 -0.012 -0.171
H -4.161 30.914 -9.170 0.041 -0.509 0.435
C -5.857 37.925 -11.424 0.562 -0.125 -0.889
C -6.187 36.656 -12.217 -0.996 -0.588 0.198
C -5.399 35.379 -11.838 -0.111 0.215 0.664
C -5.480 35.134 -10.398 0.036 0.043 -0.439
N -5.512 34.906 -9.278 -0.082 0.011 0.729
H -4.815 38.165 -11.639 0.180 0.151 0.415
H -6.023 37.830 -10.351 0.111 -0.198 -0.065
H -6.419 38.791 -11.774 -0.212 -0.173 -0.055
H -6.215 36.764 -13.302 0.705 0.358 -0.022
H -7.232 36.396 -12.049 -0.209 -0.033 0.341
H -4.326 35.386 -12.029 0.016 0.270 -0.473
H -5.833 34.481 -12.278 0.041 0.067 -0.362
C -1.957 37.451 -8.858 0.197 0.650 -0.599
C -1.254 38.098 -7.676 -0.640 0.409 0.742
C -1.861 39.512 -7.321 0.898 -0.371 -0.146
C -1.431 40.580 -8.226 0.102 -0.349 -0.101
N -1.071 41.411 -8.927 0.013 0.236 -0.185
H -3.034 37.347 -8.729 -0.029 -0.085 0.330
H -1.560 36.496 -9.204 0.189 -0.025 0.350
H -1.833 38.147 -9.687 -0.025 -0.057 -0.330
H -0.179 38.213 -7.814 -0.075 0.172 -0.463
H -1.311 37.489 -6.774 -0.357 -0.095 0.047
H -1.458 39.796 -6.349 -0.244 0.008 0.183
H -2.949 39.579 -7.294 -0.056 -0.489 0.162
C -0.820 31.748 -4.272 0.778 0.542 -0.180
C -1.158 30.852 -5.443 -1.053 -0.512 -0.288
C -0.136 29.815 -5.863 1.670 -0.233 0.608
C 1.107 30.413 -6.380 3.130 2.102 -1.945
N 2.081 30.949 -6.797 -3.473 -1.931 1.534
H -0.028 32.446 -4.546 0.139 0.052 -0.133
H -0.433 31.221 -3.400 -0.318 -0.222 0.064
H -1.659 32.391 -4.006 -0.111 -0.257 0.112
H -1.445 31.450 -6.308 0.068 0.117 -0.053
H -2.045 30.265 -5.204 -0.225 0.037 0.089
H -0.460 29.020 -6.534 -0.291 0.516 -0.207
H 0.245 29.276 -4.996 -0.276 -0.111 0.465
```
Positions in Å, forces in eV/Å.

## Properties
**HOMO-LUMO gap**: 10.8 eV
**Molar mass**: 760.2 g/mol
**SMILES string**: CCCC#N.CCCC#N.CCCC#N.CCCC#N.CCCC#N.CCCC#N.CCCC#N.CCCC#N.CCCC#N.CCCC#N.CCCC#N
**LUMO energy**: 0.02 eV

Results of the Löwdin charge analysis, in e, for atoms 1 through 99:
1 C -0.106
2 C -0.257
3 C -0.168
4 C -0.187
5 N 0.161
6 H 0.078
7 H 0.075
8 H 0.068
9 H 0.071
10 H 0.098
11 H 0.046
12 H 0.113
13 C -0.116
14 C -0.249
15 C -0.180
16 C -0.223
17 N 0.172
18 H 0.080
19 H 0.064
20 H 0.077
21 H 0.113
22 H 0.091
23 H 0.094
24 H 0.107
25 C -0.105
26 C -0.279
27 C -0.197
28 C -0.225
29 N 0.144
30 H 0.077
31 H 0.074
32 H 0.055
33 H 0.121
34 H 0.083
35 H 0.111
36 H 0.114
37 C -0.093
38 C -0.257
39 C -0.168
40 C -0.196
41 N 0.177
42 H 0.076
43 H 0.077
44 H 0.055
45 H 0.113
46 H 0.107
47 H 0.122
48 H 0.100
49 C -0.092
50 C -0.267
51 C -0.233
52 C -0.211
53 N 0.163
54 H 0.079
55 H 0.076
56 H 0.071
57 H 0.112
58 H 0.103
59 H 0.089
60 H 0.111
61 C -0.097
62 C -0.249
63 C -0.166
64 C -0.223
65 N 0.137
66 H 0.077
67 H 0.070
68 H 0.045
69 H 0.080
70 H 0.086
71 H 0.117
72 H 0.077
73 C -0.115
74 C -0.243
75 C -0.186
76 C -0.192
77 N 0.125
78 H 0.041
79 H 0.049
80 H 0.078
81 H 0.112
82 H 0.082
83 H 0.107
84 H 0.098
85 C -0.103
86 C -0.222
87 C -0.184
88 C -0.179
89 N 0.189
90 H 0.046
91 H 0.058
92 H 0.058
93 H 0.089
94 H 0.083
95 H 0.075
96 H 0.076
97 C -0.096
98 C -0.245
99 C -0.163

***

# 2
2 unconnected molecules or ions with the total composition C2H8O2S, computed with wB97M-V/def2-TZVPD.

Structure (XYZ):
```
13
Properties=species:S:1:pos:R:3:forces:R:3
C 0.000 0.000 0.000 0.395 -0.056 0.339
O -1.234 0.504 0.460 -1.093 0.484 -0.576
C -2.071 0.996 -0.621 2.075 0.451 0.756
S -2.718 -0.300 -1.657 -0.672 -0.501 -0.363
H 0.369 0.545 -0.885 -0.095 -0.049 0.202
H -0.045 -1.075 -0.242 -0.077 0.281 0.051
H 0.717 0.145 0.826 -0.221 -0.143 -0.386
H -2.894 1.619 -0.222 0.375 -0.727 -0.075
H -1.388 1.661 -1.184 -0.618 -0.144 -0.132
H -1.577 -0.873 -2.095 -0.072 0.423 0.172
O -2.001 4.928 -3.404 -0.103 0.480 -1.117
H -1.421 5.601 -3.827 -0.654 -0.727 0.425
H -2.690 4.734 -4.080 0.760 0.230 0.704
```
Positions in Å, forces in eV/Å.

## Properties
**HOMO-LUMO gap**: 10.0 eV
**Molar mass**: 96.2 g/mol
**SMILES string**: COCS.O
**LUMO energy**: 0.75 eV

In the Löwdin picture, each atom carries the following charge in e:
1 C -0.157
2 O -0.265
3 C -0.590
4 S 0.729
5 H 0.087
6 H 0.078
7 H 0.093
8 H 0.091
9 H 0.078
10 H -0.144
11 O -0.092
12 H 0.046
13 H 0.046

***

# 3
A gas-phase ion, C5H6N (charge +1), computed with wB97M-V/def2-TZVPD.

Structure (XYZ):
```
12
Properties=species:S:1:pos:R:3:forces:R:3
C 2.532 0.676 0.255 0.578 -0.992 0.492
C 1.370 0.329 -0.130 -3.081 -2.396 -0.685
C 0.299 -0.344 -0.556 1.015 0.943 1.415
C -0.913 -0.895 0.232 4.597 -0.253 3.764
C -1.904 0.039 0.270 -3.584 3.608 -1.075
N -2.715 0.832 0.028 0.849 -0.589 0.004
H 2.909 1.616 0.130 0.776 2.553 -0.172
H 3.211 -0.032 0.697 0.032 -0.417 0.046
H 0.267 -0.809 -1.485 0.467 -0.266 -1.888
H -1.272 -1.717 -0.272 -0.911 -2.102 -1.076
H -0.488 -1.249 1.270 -1.340 0.745 -1.687
H -3.298 1.555 -0.439 0.602 -0.835 0.863
```
Positions in Å, forces in eV/Å.

## Properties
**HOMO-LUMO gap**: 9.4 eV
**Molar mass**: 80.1 g/mol
**SMILES string**: C=C=CCC#[NH+]
**LUMO energy**: -4.69 eV
**Net charge**: +1

In the Löwdin picture, each atom carries the following charge in e:
1 C 0.076
2 C -0.043
3 C -0.068
4 C -0.112
5 C 0.002
6 N 0.383
7 H 0.052
8 H 0.097
9 H 0.093
10 H 0.120
11 H 0.207
12 H 0.192

***

# 4
A gas-phase ion, C6H10N3 (charge +1), computed with wB97M-V/def2-TZVPD.

Structure (XYZ):
```
19
Properties=species:S:1:pos:R:3:forces:R:3
C 0.787 -1.793 -1.341 -0.317 -0.341 -0.436
C -1.350 0.598 -1.369 -0.330 1.976 3.943
C 1.830 -0.893 0.782 2.665 -2.412 2.213
C 1.228 0.453 1.189 3.341 -2.344 1.782
C -1.013 1.257 1.028 -3.136 1.912 0.032
C -1.655 0.070 -2.653 -0.567 1.416 -1.509
N 1.236 -1.550 -0.299 -0.509 0.501 -0.288
N -1.343 0.968 -0.237 1.389 -2.274 -4.213
N -0.161 0.271 1.662 0.541 1.816 2.091
H 2.948 -0.913 0.568 -1.273 1.035 0.041
H 1.917 -1.646 1.670 -0.834 1.286 -1.158
H 2.049 0.846 1.882 -1.991 -0.154 -0.157
H 1.261 1.064 0.371 -0.505 1.756 -2.016
H -2.021 1.517 1.431 1.422 -0.231 1.116
H -2.778 -0.214 -2.650 2.168 -0.399 -0.411
H -0.772 -0.576 -2.837 -1.180 -0.813 -0.157
H -1.472 0.880 -3.440 -0.524 -0.823 1.024
H -0.426 -0.655 1.541 -0.738 -2.668 -1.030
H -0.266 0.317 2.703 0.380 0.761 -0.866
```
Positions in Å, forces in eV/Å.

## Properties
**HOMO-LUMO gap**: 8.7 eV
**Molar mass**: 124.2 g/mol
**LUMO energy**: -3.24 eV
**Net charge**: +1

In the Löwdin picture, each atom carries the following charge in e:
1 C 0.096
2 C -0.027
3 C -0.222
4 C -0.108
5 C -0.183
6 C -0.039
7 N -0.053
8 N 0.091
9 N 0.052
10 H 0.161
11 H 0.163
12 H 0.174
13 H 0.092
14 H 0.130
15 H 0.144
16 H 0.058
17 H 0.126
18 H 0.133
19 H 0.213